Entry from the OMol25 dataset: C3H11O4 as an isolated structure at a distorted geometry (wB97M-V/def2-TZVPD).

spin multiplicity = 1
ΔE to the lowest compared entry with this formula, charge and spin = 55.82 kJ/mol
charge = -1
energy = -421.88965 Ha
Kohn-Sham gap = 0.3087 Eh

XYZ file:
```
18
Properties=species:S:1:pos:R:3:forces:R:3
O -0.0830 1.3141 1.7382 -0.29 0.33 0.34
O -1.1977 3.0961 -0.0464 -0.07 0.35 0.01
O 1.1931 0.6380 -0.1897 -0.16 0.15 -0.09
O -1.5566 -0.2429 -0.5536 -0.21 -0.27 -0.13
C 0.4833 -1.5551 -0.8209 -0.18 -0.42 0.30
C -0.8658 -1.4229 -0.1610 -1.14 -0.09 0.14
C 1.5232 -0.7142 -0.1275 0.25 1.41 -0.30
H 2.4524 -0.8469 -0.6750 0.64 -0.32 -0.12
H 0.5743 0.9962 0.8262 -0.18 -0.22 0.04
H -0.9025 0.4716 -0.5625 0.22 0.08 0.06
H -0.7527 -1.4259 0.9204 0.32 0.11 0.43
H 0.7955 -2.6005 -0.8114 0.04 -0.24 -0.20
H 1.7168 -0.9937 0.9126 -0.19 -0.48 0.24
H -0.4549 3.0973 -0.6527 0.11 -0.06 -0.20
H 0.4167 -1.1726 -1.8396 -0.06 -0.26 -0.20
H -0.9687 0.9420 1.6246 0.34 -0.10 -0.02
H -1.5773 -2.2623 -0.3297 0.51 0.33 -0.42
H -0.7961 2.6816 0.7480 0.05 -0.30 0.12
```
Positions in Å, forces in eV/Å.



Entry from the OMol25 dataset: C22H28IN2O2S4Ti as an isolated structure at a distorted geometry (wB97M-V/def2-TZVPD).

spin multiplicity = 2
ΔE to the lowest compared entry with this formula, charge and spin = 19.26 kJ/mol
charge = +2
energy = -3854.61330 Ha
Kohn-Sham gap (spin up / spin down) = 0.2913 / 0.2862 Eh

XYZ file:
```
60
Properties=species:S:1:pos:R:3:forces:R:3
I -0.7897 -2.6965 -2.3627 0.20 -0.03 -0.11
Ti 0.2452 -0.5002 -0.8769 0.04 1.28 -1.41
S 1.1091 1.6190 0.3106 0.15 -0.25 0.10
S 2.4562 -0.0466 -2.4021 0.01 -0.23 0.23
S -0.5003 0.9870 -3.1110 -0.03 -0.27 -0.12
S -2.1709 1.2313 -0.4475 0.13 -0.31 0.03
O -1.2626 -1.4778 4.5215 0.12 -0.07 -0.13
O 1.5595 -1.3492 0.0064 0.55 -0.27 1.12
N 3.3802 -1.4850 3.0875 -0.14 0.01 0.07
N -0.9730 -1.3731 0.5237 -0.92 -0.53 0.36
C -0.1250 2.9150 0.5401 -0.11 0.08 -0.05
C -1.3109 2.5573 -2.7745 -0.07 0.13 0.07
C 1.0398 -1.3017 3.6273 -0.02 0.00 0.11
C -2.4884 2.3336 -1.8377 -0.07 0.13 -0.11
C -0.6199 -1.5276 1.7518 0.38 -0.05 0.35
C -3.6492 -2.9851 -1.5162 -0.04 0.04 0.10
C 1.8029 -1.4002 1.3499 -0.13 -0.07 -0.99
C 0.0820 -1.0947 4.7859 -0.13 -0.05 -0.08
C -4.6104 -2.2624 0.5650 0.02 0.02 0.02
C 2.0682 0.6054 -4.0291 -0.04 0.09 -0.19
C 3.1182 -1.5300 1.7888 0.29 0.02 0.19
C 2.3816 -1.3564 3.9620 0.21 -0.03 -0.04
C 4.2690 -1.7411 0.8507 -0.01 0.03 0.00
C -2.4293 -2.4766 -1.0980 -0.30 -0.14 -0.07
C -1.4966 2.3212 0.8164 0.02 0.17 0.17
C 0.8932 1.5717 -4.1014 0.16 0.04 -0.06
C 0.7407 -1.3318 2.2515 -0.61 -0.05 0.21
C 3.1672 1.3585 -1.5080 0.08 0.15 0.02
C -2.2788 -1.8719 0.1396 0.43 0.16 0.23
C -3.3844 -1.7584 0.9687 -0.17 0.04 0.05
C 2.1971 2.3757 -0.9220 0.07 0.04 -0.09
C -4.7442 -2.8762 -0.6725 -0.03 -0.02 -0.02
H -3.3165 1.8706 -2.3740 0.01 -0.03 -0.02
H 1.8820 -0.2828 -4.6345 -0.04 -0.02 0.02
H -3.2988 -1.2536 1.9236 0.02 -0.01 -0.01
H -5.7015 -3.2698 -0.9866 0.01 0.01 0.00
H -0.1321 3.5422 -0.3492 -0.04 0.01 0.00
H 5.1675 -1.3139 1.2898 0.01 -0.01 -0.01
H -1.4833 1.7187 1.7275 0.02 -0.02 -0.01
H 2.6718 -1.3086 5.0069 0.04 -0.02 -0.04
H 1.1754 2.5608 -3.7412 0.00 0.00 0.01
H 0.5674 1.6785 -5.1355 0.00 0.00 -0.01
H 3.7785 0.9133 -0.7219 -0.02 -0.01 0.03
H -1.5728 -2.0442 5.2351 -0.02 0.07 -0.03
H -3.7455 -3.4646 -2.4803 0.00 0.00 0.00
H -1.6611 2.9661 -3.7222 -0.03 0.02 0.01
H 2.7563 3.1690 -0.4253 0.04 -0.01 -0.01
H 1.5713 2.8263 -1.6895 0.01 0.01 -0.03
H -0.5847 3.2543 -2.3583 0.02 0.00 0.01
H -2.8555 3.2843 -1.4496 -0.01 0.00 0.00
H 2.9647 1.0721 -4.4383 -0.01 0.02 -0.01
H 0.1908 3.5362 1.3778 -0.02 -0.01 0.03
H 0.1021 -0.0340 5.0506 -0.03 0.06 0.00
H 0.4675 -1.6387 5.6476 0.06 -0.01 -0.01
H 4.0952 -1.3160 -0.1363 -0.04 0.02 0.01
H 3.8563 1.8641 -2.1860 0.00 0.00 -0.01
H -5.4671 -2.1660 1.2185 0.01 -0.01 -0.01
H -2.2149 3.1235 0.9908 -0.01 0.00 -0.01
H -1.3342 -1.9121 2.4660 -0.02 -0.11 0.11
H 4.4449 -2.8090 0.7065 -0.02 -0.01 0.04
```
Positions in Å, forces in eV/Å.



Entry from the OMol25 dataset: one molecule with the formula C3H8N4O (wB97M-V/def2-TZVPD).

spin multiplicity = 1
ΔE to the lowest compared entry with this formula, charge and spin = 335.61 kJ/mol
charge = 0
energy = -413.28822 Ha
SMILES = C=NN/C(=N\N)OC
Kohn-Sham gap = 0.3581 Eh

XYZ file:
```
16
Properties=species:S:1:pos:R:3:forces:R:3
O -0.6597 -1.3343 -0.0199 0.34 0.16 0.08
N -1.2968 0.8546 0.0069 0.19 -0.30 0.19
N 0.9700 0.2415 -0.1253 -0.39 0.43 -0.05
N -0.7149 2.1754 0.0248 -0.43 0.48 -0.51
N 1.9042 -0.7242 -0.0105 0.08 -0.16 0.22
C -0.3738 -0.0385 -0.0286 0.15 0.12 -0.20
C 3.1150 -0.3576 0.0491 0.41 0.22 -0.18
C -2.0373 -1.6661 0.0105 -0.55 0.14 0.01
H 3.8939 -1.1215 0.1465 -0.42 0.29 -0.06
H -2.5358 -1.2689 0.9113 0.28 -0.19 -0.33
H -2.0477 -2.7530 -0.0046 -0.17 0.05 0.02
H 3.4105 0.7020 -0.0259 -0.02 -0.33 0.10
H 1.1682 1.2498 -0.1474 0.08 -0.55 0.13
H -2.5435 -1.2490 -0.8708 0.08 -0.18 0.24
H -1.0951 2.6304 0.8525 0.04 -0.04 -0.13
H -1.1572 2.6595 -0.7687 0.30 -0.15 0.49
```
Positions in Å, forces in eV/Å.



Question: The highest charge belongs to which entry?
Answer: C22H28IN2O2S4Ti